(1)
7 unconnected molecules or ions with the total composition C38H90F3NO2PS at a distorted geometry, computed with wB97M-V/def2-TZVPD.

Structure (XYZ):
```
136
Properties=species:S:1:pos:R:3:forces:R:3:mulliken_charge:R:1
S 4.532573 -6.794490 -2.030137 0.20 -0.60 -0.27 -0.102
P 2.942477 -5.300996 -1.426744 -0.17 0.76 0.48 0.329
F 7.255534 -6.605474 1.601676 0.29 0.01 0.08 -0.218
F 5.980136 -4.879087 1.916063 0.06 -0.14 -0.08 -0.200
F 5.129988 -6.867532 1.656679 -0.09 0.13 0.07 -0.282
O 6.034195 -5.768427 -0.062623 0.06 0.16 0.04 -0.307
O 3.974083 -4.075717 -1.213528 -0.19 -0.05 -0.09 -0.178
N 2.626749 -5.830541 0.112803 -0.36 -0.68 -0.50 -0.269
C -3.156277 1.467690 4.267186 -0.03 -0.01 0.00 -0.414
C -6.379314 -1.194344 4.943370 0.04 -0.04 0.03 -1.058
C -6.379869 -2.327976 2.653589 -0.54 0.00 0.06 0.686
C -0.702273 3.121933 3.320798 0.01 0.03 0.00 -0.050
C 1.300112 3.477429 -3.745256 -0.04 -0.01 0.07 -1.070
C 0.833204 1.012988 -7.871044 -0.01 0.01 0.01 -1.170
C -4.645830 -4.201595 1.106881 0.70 -0.33 -0.02 -0.932
C 1.260498 7.258600 0.142136 -0.05 -0.08 0.04 -1.016
C -3.084607 0.280088 3.311936 0.02 -0.01 0.05 -1.264
C 7.666600 1.881740 -0.728700 -0.01 0.00 -0.02 -1.355
C 1.323309 5.929296 -0.613385 0.11 -0.04 -0.08 -0.711
C -8.946537 -2.531993 2.584787 0.00 0.00 -0.02 -0.488
C -7.707275 -1.740073 2.170168 0.02 0.09 0.08 -1.091
C -1.948419 -3.852871 -1.452264 0.02 0.01 0.01 -0.583
C 1.743277 4.729313 0.235250 0.03 -0.03 -0.04 1.025
C 6.119333 -6.017180 1.282577 -0.32 -0.14 -0.19 0.875
C 0.337126 7.210787 1.359476 0.00 0.05 -0.01 -0.249
C 2.441103 2.487724 -6.541536 -0.04 0.08 0.06 -0.895
C 5.266066 1.207756 -0.171780 -0.02 -0.01 0.00 -0.562
C -0.844560 -4.873171 -1.709833 -0.01 0.00 0.00 -0.894
C 5.209311 -0.634847 -1.967617 -0.06 -0.09 0.06 -0.591
C -1.103436 6.855739 1.007149 0.02 -0.02 0.14 -1.099
C -3.391624 -5.065960 1.028198 -0.03 -0.05 -0.12 -0.666
C -0.561365 4.173794 4.415835 0.01 -0.02 0.00 -1.280
C -3.254115 2.816963 3.555689 0.03 -0.01 0.01 -1.016
C 1.180929 2.422126 -7.403093 0.00 -0.01 -0.02 -0.472
C -8.970262 -3.956415 2.040988 -0.01 0.01 0.01 -1.130
C -2.093796 -4.260985 1.090859 -0.01 0.01 -0.01 -0.567
C -1.908249 -3.254439 -0.046646 0.01 -0.01 0.01 -0.507
C 5.982118 -6.885864 -0.902014 0.12 -0.06 0.19 -0.462
C -2.070239 3.132200 2.640291 0.01 0.03 -0.07 -0.294
C 3.147609 4.851592 0.817058 -0.02 -0.01 0.01 -1.287
C -6.269602 -2.503271 4.167922 -0.03 0.07 -0.04 -0.457
C 3.807410 -0.309539 -2.470767 0.03 -0.07 -0.08 -0.746
C 1.226494 2.057891 -4.292420 0.00 -0.03 0.05 -0.512
C 6.182255 2.138160 -0.965037 0.02 0.01 0.01 -0.049
C 2.365114 1.690643 -5.239283 0.06 -0.10 0.00 -0.330
C 5.423487 -0.280295 -0.496163 0.00 0.00 0.01 -0.671
H 0.259426 1.894476 -4.775813 0.01 0.01 -0.03 0.421
H -6.210510 -3.294880 2.170657 -0.74 0.68 0.40 -0.494
H -2.919405 -4.317840 -1.638208 -0.01 0.01 0.02 0.251
H -9.026018 -2.556106 3.675217 0.00 0.01 0.00 0.258
H -6.256094 -1.360940 6.014281 0.01 0.01 0.00 0.422
H 6.864560 -6.935569 -1.544548 -0.14 0.00 0.05 0.444
H 5.952886 -0.129924 -2.588365 -0.01 0.01 0.00 0.319
H 1.325115 3.063971 -8.275440 -0.01 0.00 0.00 0.395
H 0.062789 3.296227 2.558712 0.00 -0.03 0.02 -0.005
H 1.656388 0.579751 -8.444051 0.00 -0.01 0.01 0.291
H -5.546693 -4.815343 1.094062 0.01 -0.06 0.00 0.499
H 2.663991 3.534276 -6.316552 -0.01 0.00 0.01 0.351
H 3.308549 1.809796 -4.695049 0.03 0.01 -0.06 0.095
H 8.281613 2.590151 -1.283898 0.00 0.01 0.01 0.426
H 3.886875 4.980956 0.022326 0.00 0.02 0.00 0.262
H 3.420006 3.960503 1.385623 0.00 -0.01 0.00 0.383
H 3.229671 -6.416656 0.677277 0.13 0.42 0.19 0.179
H -8.920436 -3.956479 0.949573 0.02 0.00 0.00 0.282
H 0.502157 3.645365 -3.020132 0.01 0.07 -0.01 0.352
H 0.366135 8.174857 1.873058 -0.02 0.00 -0.02 0.435
H -8.129618 -4.544960 2.412741 0.01 -0.01 0.01 0.218
H 5.076958 -6.084993 -3.029280 0.02 0.17 0.02 0.257
H 4.707402 -0.842191 0.115658 0.00 -0.01 -0.01 0.302
H -5.605818 -0.492373 4.623413 -0.02 0.02 -0.01 0.038
H 5.393369 -1.707841 -2.100963 0.08 0.01 0.00 0.395
H -5.306776 -2.971870 4.391305 0.04 -0.03 0.04 0.411
H 5.946128 3.168221 -0.687542 0.00 0.00 -0.01 0.225
H 1.659581 -6.140153 0.189194 0.11 0.06 0.08 0.290
H -3.044775 -0.663464 3.859595 -0.02 -0.01 0.00 0.445
H -3.395211 -5.780052 1.855453 -0.02 0.00 0.00 0.395
H 3.680218 -0.600180 -3.514825 -0.02 0.01 0.00 0.427
H -3.959521 0.249324 2.657921 0.01 0.02 -0.02 0.229
H -4.656379 -3.614146 2.027604 0.57 -0.38 -0.38 0.112
H -7.679540 -1.672966 1.077622 0.00 -0.01 -0.01 0.405
H -4.169610 2.838945 2.955981 0.00 -0.01 0.01 0.371
H -0.874687 -5.248476 -2.733553 0.01 0.01 0.00 0.401
H -2.195833 0.329492 2.680079 0.00 -0.01 -0.01 0.439
H 3.232598 5.705853 1.490416 0.00 0.00 0.00 0.361
H 2.261896 7.559816 0.460884 0.01 -0.03 -0.01 0.337
H -4.714418 -3.506469 0.268582 -0.03 0.06 0.01 0.222
H -0.050377 1.016245 -8.509948 0.01 0.01 -0.01 0.386
H 0.136208 -4.408401 -1.555953 0.00 0.00 0.02 -0.010
H -1.158777 5.871157 0.539426 -0.07 0.02 -0.01 0.183
H -2.059415 -3.717997 2.040113 -0.01 0.00 0.01 0.380
H 3.290734 2.118896 -7.124955 -0.01 0.00 0.00 0.425
H -1.245381 -4.953863 1.114973 0.01 0.00 -0.01 0.177
H 7.914721 1.984348 0.329873 0.00 -0.02 0.00 0.302
H -0.737932 5.175099 4.015006 -0.02 0.00 0.01 0.173
H 4.227495 1.510276 -0.333044 -0.01 -0.01 0.01 0.161
H -1.858127 -3.041611 -2.178494 -0.01 -0.01 -0.01 0.416
H 0.333485 2.844959 -6.856195 0.01 0.01 0.01 0.251
H 6.414381 -0.623996 -0.187991 0.00 0.02 0.00 0.364
H -7.032868 -3.202642 4.520125 0.00 -0.01 -0.02 0.333
H -0.949610 -2.741675 0.092754 0.00 0.01 -0.01 0.375
H 1.691171 3.831618 -0.389041 -0.01 -0.01 0.01 0.308
H 0.624693 0.347827 -7.030852 0.00 0.00 0.00 0.259
H -2.059838 2.420503 1.809533 0.01 0.01 -0.01 0.387
H -1.272758 4.010648 5.226897 0.00 0.00 0.00 0.405
H -0.927967 -5.734508 -1.042453 0.00 0.00 0.01 0.304
H 1.024270 4.575178 1.044572 0.00 0.00 -0.03 -0.843
H 2.022539 6.023942 -1.451022 -0.01 0.03 0.00 0.395
H 1.202871 4.234116 -4.524855 0.01 -0.03 -0.03 0.342
H 0.719066 6.477417 2.076280 0.02 0.03 0.03 0.083
H 7.961522 0.878883 -1.043962 0.00 0.00 0.00 0.281
H 2.250385 3.644503 -3.230812 0.02 0.03 -0.03 0.233
H -2.226619 4.116981 2.188195 -0.01 -0.01 0.01 0.095
H 0.347947 5.717330 -1.059350 0.02 0.03 -0.02 0.347
H 1.261168 1.361500 -3.448135 -0.06 -0.01 0.00 0.276
H 3.585921 0.755769 -2.405814 -0.02 -0.01 0.03 0.017
H -2.282166 1.455338 4.924460 -0.01 0.02 0.01 0.288
H -3.417713 -5.666092 0.113653 0.05 -0.03 -0.01 0.277
H 5.962466 2.058976 -2.034121 -0.02 0.01 0.00 0.111
H 0.438634 4.161413 4.851585 0.00 0.00 -0.01 0.378
H -0.495524 2.130105 3.733903 0.00 0.00 0.00 0.331
H 3.047967 -0.834141 -1.878467 -0.04 0.05 0.03 0.241
H -9.884520 -4.474755 2.331992 0.00 0.00 -0.01 0.395
H -1.726237 6.827431 1.902982 -0.02 0.01 -0.02 0.378
H -5.567635 -1.676165 2.314311 0.01 0.01 -0.02 0.235
H -4.024549 1.356314 4.921916 0.01 -0.02 0.00 0.336
H -2.672606 -2.477864 0.027409 0.00 0.00 0.01 0.280
H -7.804826 -0.712433 2.530443 -0.02 0.01 -0.01 0.364
H 5.454817 1.348565 0.896739 0.01 0.01 0.00 0.417
H -9.832300 -1.998104 2.231560 0.00 -0.01 0.01 0.409
H -7.347710 -0.713696 4.797191 0.00 -0.02 -0.02 0.307
H 0.917642 8.035866 -0.547525 -0.02 0.00 0.02 0.416
H 5.857387 -7.825078 -0.356721 0.05 0.13 -0.07 0.404
H -3.367072 3.606563 4.303142 0.02 0.00 -0.01 0.392
H 3.571051 -3.223296 -1.454854 0.21 -0.05 -0.06 0.220
H 2.285057 0.624575 -5.475130 0.04 0.00 -0.01 0.391
H -1.541482 7.584497 0.322142 0.04 -0.01 -0.03 0.357
```
Positions in Å, forces in eV/Å.

LUMO level = -0.1533 Eh
E = -74722.755 eV
highest occupied orbital energy = -11.868 eV
net charge = +1

=====

(2)
A gas-phase ion, C20H26N (charge +1) at a distorted geometry, computed with wB97M-V/def2-TZVPD.

Structure (XYZ):
```
47
Properties=species:S:1:pos:R:3:forces:R:3:nbo_charge:R:1
N -1.959725 1.516641 0.163009 3.39 -0.81 -2.51 -0.300
C 1.361070 -1.182464 2.025028 -0.17 -0.53 -0.04 -0.441
C -2.160496 0.909326 1.431346 -0.81 -1.65 1.15 -0.248
C 0.185814 -1.790234 2.854891 0.35 0.80 0.43 -0.467
C 1.006848 2.407135 -1.776707 0.18 0.42 -0.85 -0.401
C 1.474611 -2.155455 -1.672389 -0.31 0.41 -0.21 -0.200
C 2.411439 -2.499366 -2.645259 0.02 0.42 -0.21 -0.201
C -0.770653 1.430276 -0.471765 -2.65 1.60 1.64 0.472
C 1.858425 -1.532580 -0.478367 0.65 -0.31 0.25 -0.083
C -3.139811 2.051822 -0.480048 -0.92 0.69 0.46 -0.225
C 3.245407 -1.459040 -0.204287 -0.12 0.22 -0.76 -0.197
C -4.289401 1.607908 0.438857 -0.63 0.50 -0.64 -0.415
C 3.772053 -2.251739 -2.439808 -0.19 -0.64 0.36 -0.185
C -3.674288 0.956694 1.657659 0.07 -0.22 0.75 -0.416
C 4.191239 -1.794732 -1.190978 -0.51 0.48 0.18 -0.203
C -0.795635 -2.179051 1.809555 0.24 0.83 -2.18 -0.128
C -0.493651 2.412898 -1.580961 -0.55 -0.67 -0.54 -0.490
C 1.578289 1.378615 -0.772874 0.24 0.59 -0.48 -0.427
C -0.408214 -1.799370 0.525191 -2.34 -2.39 2.60 -0.273
C 0.397519 0.749475 -0.008406 3.02 -1.07 3.68 -0.360
C 0.820832 -1.018810 0.519397 1.22 -0.92 -0.82 0.089
H 1.760863 -0.246810 2.431149 -0.04 -0.20 0.05 0.222
H -0.910973 3.421299 -1.488441 -0.08 -0.26 0.80 0.257
H -4.941710 0.926773 -0.098417 -0.01 -0.16 -0.02 0.227
H 2.059453 -2.856780 -3.616873 0.17 -0.13 0.43 0.228
H 2.278466 1.934621 -0.152199 0.00 -0.40 0.43 0.230
H -1.628209 1.434545 2.215405 0.29 0.40 0.06 0.215
H -1.766500 -2.594353 2.106909 0.52 -0.33 -0.51 0.227
H -1.037338 2.058360 -2.449346 -0.04 -0.33 -0.54 0.252
H 4.500702 -2.542509 -3.198160 -0.22 0.30 0.16 0.230
H 1.383290 3.441967 -1.688990 0.06 -0.60 0.47 0.228
H -1.801431 -0.136127 1.445776 -0.18 0.83 -0.19 0.249
H 3.616051 -1.089523 0.749855 -0.17 0.06 -0.23 0.219
H 2.158523 -1.968549 2.103558 -0.50 1.03 -0.72 0.253
H -3.889427 1.519504 2.560727 -0.08 0.06 0.06 0.229
H -3.100196 3.138701 -0.541225 0.19 0.12 0.04 0.219
H 2.150330 0.631850 -1.315579 0.03 -0.07 0.07 0.242
H -4.075607 -0.041812 1.815608 0.03 -0.04 -0.01 0.227
H 1.240528 2.161176 -2.819146 0.03 -0.25 0.28 0.228
H -4.917367 2.463054 0.701978 0.16 -0.10 0.00 0.234
H -0.197157 -1.050065 3.574104 -0.24 -0.12 -0.19 0.220
H -0.936690 -2.236002 -0.347486 0.32 0.98 0.55 0.240
H 0.479958 -2.650852 3.505480 -0.03 0.54 -0.73 0.246
H 0.410771 -2.336038 -1.874599 0.56 0.17 -0.03 0.210
H 5.244925 -1.589049 -1.006234 -0.22 -0.30 0.05 0.229
H -3.271675 1.685578 -1.492163 0.27 -0.22 -0.11 0.222
H 0.578744 0.763090 1.175225 -0.97 1.27 -2.40 0.319
```
Positions in Å, forces in eV/Å.

LUMO level = -0.1475 Eh
relative energy (zero: lowest compared OMol25 entry of this formula, charge and spin) = 161.56 kJ/mol
E = -22643.133 eV
highest occupied orbital energy = -11.823 eV
SMILES = C1=C[C@@](c2ccccc2)([C@H]2CCCC2=[N+]2CCCC2)CC1
net charge = +1